1.
Density functional theory data (ωB97M-V/def2-TZVPD) for the molecule C24H29N3O4.

Charge   0

Geometry as XYZ:
```
60
Properties=species:S:1:pos:R:3:forces:R:3
C 6.2456 1.4200 1.7108 0.19 0.18 0.09
O 5.3001 0.4898 1.2482 -0.14 -0.34 -0.13
C 5.6789 -0.4382 0.3287 0.02 -0.16 -0.15
C 6.9392 -0.5064 -0.2521 -0.03 0.29 0.24
C 7.2250 -1.4920 -1.1829 -0.06 -0.14 -0.08
C 6.2630 -2.4144 -1.5447 0.15 -0.06 -0.11
C 5.0042 -2.3465 -0.9693 0.02 0.12 0.12
C 4.6970 -1.3759 -0.0333 -0.07 0.13 0.11
C 3.3336 -1.2973 0.5970 -0.02 -0.04 0.23
N 2.7107 -0.0166 0.3384 0.04 -0.35 -0.43
C 2.2956 0.7897 1.3265 -0.26 0.43 -0.31
O 2.2733 0.4913 2.4998 0.04 0.04 0.44
C 1.8317 2.1738 0.8295 0.26 -0.06 0.30
N 0.7001 2.1068 -0.0682 0.27 -0.08 0.01
C 0.7859 1.7303 -1.4103 0.00 0.03 -0.03
O 1.7966 1.3859 -1.9788 0.35 -0.01 -0.18
N -0.4532 1.8388 -1.9262 -0.36 0.01 -0.14
C -1.4412 2.2648 -0.9634 -0.32 0.18 -0.01
C -2.1307 3.5580 -1.4078 0.15 -0.06 0.16
C -2.4493 1.1810 -0.6219 0.06 -0.14 -0.07
C -3.4014 1.4164 0.3622 -0.07 -0.01 0.00
C -4.3266 0.4454 0.6863 0.04 0.06 -0.02
C -4.3419 -0.7934 0.0486 0.08 -0.06 -0.09
C -5.3876 -1.8254 0.4374 -0.15 -0.15 0.04
C -5.2638 -3.1230 -0.3657 0.01 0.24 0.12
C -6.7842 -1.2389 0.1868 0.16 -0.08 0.02
C -5.2240 -2.1644 1.9255 -0.02 0.02 -0.17
C -3.3738 -1.0220 -0.9198 -0.12 -0.07 0.05
C -2.4382 -0.0547 -1.2479 0.08 0.19 -0.02
C -0.5637 2.5072 0.2720 -0.10 0.10 -0.14
O -0.9063 2.9667 1.3277 -0.10 0.07 0.08
H 7.1059 0.9256 2.1731 -0.03 0.02 -0.03
H 5.7250 2.0123 2.4618 0.09 -0.01 -0.04
H 6.5929 2.0770 0.9059 0.00 -0.05 0.03
H 7.7064 0.2036 0.0140 0.04 0.08 0.05
H 8.2098 -1.5315 -1.6243 0.08 0.00 -0.03
H 6.4871 -3.1809 -2.2705 0.02 -0.07 -0.07
H 4.2468 -3.0650 -1.2473 -0.11 -0.06 -0.02
H 2.6992 -2.1043 0.2140 0.12 0.01 0.11
H 3.4085 -1.3843 1.6858 -0.07 -0.08 -0.15
H 2.7334 0.3303 -0.6139 -0.07 0.11 0.14
H 1.5213 2.7636 1.6949 0.08 -0.12 -0.14
H 2.6659 2.6603 0.3150 -0.09 0.01 0.04
H -0.6591 1.6543 -2.8925 0.16 -0.04 0.03
H -2.6752 3.9890 -0.5735 -0.10 0.04 0.04
H -1.3879 4.2771 -1.7473 0.04 0.07 0.00
H -2.8262 3.3514 -2.2182 -0.05 -0.03 -0.05
H -3.4026 2.3536 0.8954 -0.01 0.11 0.06
H -5.0475 0.6654 1.4584 -0.10 0.00 0.10
H -5.3907 -2.9393 -1.4302 0.02 -0.03 -0.14
H -4.3001 -3.5975 -0.1967 0.11 -0.09 -0.04
H -6.0391 -3.8184 -0.0509 -0.07 -0.06 0.03
H -6.9510 -0.3440 0.7794 -0.05 0.11 0.06
H -7.5479 -1.9679 0.4489 -0.11 -0.08 0.04
H -6.9009 -0.9794 -0.8635 -0.05 0.04 -0.10
H -5.3699 -1.2882 2.5506 -0.01 0.09 0.10
H -5.9518 -2.9177 2.2194 -0.09 -0.09 0.06
H -4.2265 -2.5548 2.1148 0.10 -0.05 0.06
H -3.3258 -1.9653 -1.4384 -0.04 -0.13 -0.03
H -1.6945 -0.2819 -1.9975 0.06 -0.01 -0.04
```
Forces are in eV/Å.

Löwdin population analysis, charges in e, atoms 1 to 4: number 1, C, carries -0.074; number 2, O, carries -0.085; number 3, C, carries -0.222; number 4, C, carries -0.021

***

2.
Density functional theory data (ωB97M-V/def2-TZVPD) for the molecule C24H29N3O5S.

Charge   0

Geometry as XYZ:
```
62
Properties=species:S:1:pos:R:3:forces:R:3
C 0.6629 1.7115 0.3239 0.36 0.15 -0.19
C 1.8477 2.1951 -0.4950 -0.25 0.07 0.01
O 3.0287 1.6324 0.0325 -0.04 -0.07 0.17
C 4.2066 2.1213 -0.5747 0.29 0.23 -0.08
C 5.4148 1.4838 0.1063 -0.41 -0.11 -0.19
C 5.5859 0.0105 -0.2710 0.58 0.39 -0.11
N 4.3564 -0.7321 -0.0476 -0.08 -0.33 0.04
C 4.0187 -1.0560 1.2324 -0.05 -0.24 0.45
S 5.0196 -0.8561 2.5243 0.28 0.05 0.49
N 2.7920 -1.6066 1.4449 -0.03 0.09 0.00
C 1.8767 -1.8523 0.4578 -0.12 0.04 -0.75
C 0.6189 -2.3843 0.7380 -0.04 -0.01 -0.09
C -0.2580 -2.6541 -0.3002 0.36 0.04 -0.11
C -1.6192 -3.2304 -0.0517 0.15 0.20 0.40
O -2.1094 -4.0774 -0.7682 -0.16 -0.11 -0.29
N -2.2345 -2.7269 1.0471 0.02 0.02 0.26
C -3.6281 -3.0046 1.3201 -0.21 -0.18 -0.20
C -4.5638 -2.1766 0.4178 0.21 -0.04 0.15
C -4.1395 -0.7353 0.4086 -0.24 0.03 0.09
C -4.4908 0.1255 1.4305 0.02 -0.21 -0.16
C -4.0232 1.4332 1.4485 0.16 0.28 -0.03
C -3.1945 1.8983 0.4435 0.14 0.08 -0.10
O -2.6639 3.1526 0.3723 -0.04 -0.37 -0.26
C -3.0001 4.0767 1.3762 -0.05 0.13 0.18
C -2.8400 1.0305 -0.6138 0.15 0.24 -0.03
O -2.0368 1.5740 -1.5704 -0.32 0.14 0.41
C -1.6312 0.7638 -2.6454 0.09 -0.18 -0.18
C -3.3090 -0.2698 -0.6102 0.08 0.17 -0.10
C 0.1186 -2.4045 -1.6218 -0.02 -0.06 0.00
C 1.3462 -1.8425 -1.8981 0.01 -0.02 0.17
C 2.2339 -1.5570 -0.8632 -0.27 -0.13 0.27
C 3.5282 -0.9288 -1.1491 -0.10 -0.13 -0.12
O 3.8798 -0.6060 -2.2635 -0.12 0.03 -0.08
H -0.2446 2.1935 -0.0267 -0.11 0.00 0.00
H 0.8199 1.9544 1.3718 -0.01 0.03 0.13
H 0.5544 0.6332 0.2296 -0.07 -0.14 -0.02
H 1.7344 1.9019 -1.5506 0.02 0.06 0.05
H 1.9118 3.2935 -0.4533 0.01 -0.09 -0.05
H 4.2017 1.8883 -1.6501 -0.01 0.06 0.07
H 4.2503 3.2162 -0.4616 -0.02 -0.11 -0.03
H 6.3175 2.0222 -0.1809 0.05 0.03 0.01
H 5.2840 1.5695 1.1858 0.09 0.07 -0.03
H 5.8206 -0.0850 -1.3327 -0.03 -0.03 0.19
H 6.3789 -0.4397 0.3299 -0.14 0.00 -0.14
H 2.5682 -1.8176 2.4089 0.18 0.08 -0.17
H 0.3524 -2.6098 1.7603 -0.05 -0.04 0.11
H -1.8656 -1.8789 1.4487 0.07 -0.04 -0.13
H -3.8136 -2.7787 2.3718 0.00 -0.05 -0.05
H -3.7948 -4.0683 1.1393 -0.02 0.08 0.14
H -4.5148 -2.5836 -0.5923 -0.07 -0.03 0.00
H -5.5845 -2.2787 0.7872 -0.05 -0.03 -0.05
H -5.1375 -0.2147 2.2255 -0.09 -0.05 0.10
H -4.3155 2.0809 2.2593 0.01 0.12 0.06
H -2.4856 4.9986 1.1099 -0.05 -0.04 0.06
H -4.0787 4.2617 1.4099 0.04 -0.02 0.01
H -2.6575 3.7439 2.3619 -0.03 0.01 -0.03
H -1.0328 -0.0876 -2.3037 -0.06 0.06 -0.01
H -1.0172 1.4034 -3.2772 -0.02 -0.07 -0.01
H -2.4877 0.4012 -3.2228 0.02 0.00 0.02
H -3.0410 -0.9460 -1.4068 0.06 -0.06 -0.14
H -0.5676 -2.6639 -2.4133 -0.07 -0.02 -0.07
H 1.6513 -1.6173 -2.9085 0.03 0.03 -0.08
```
Forces are in eV/Å.

Löwdin population analysis, charges in e, atoms 1 to 4: number 1, C, carries -0.041; number 2, C, carries -0.259; number 3, O, carries -0.165; number 4, C, carries -0.216

***

3.
Density functional theory data (ωB97M-V/def2-TZVPD) for a cluster of 3 separate species, C24H29N4O in total in a non-equilibrium geometry.

Charge   +1

Geometry as XYZ:
```
58
Properties=species:S:1:pos:R:3:forces:R:3
C 3.3802 -1.0893 0.7087 -0.76 -0.03 0.72
C 2.3803 -0.8318 0.0876 0.57 0.79 0.07
N 1.2689 -0.2710 -0.5688 1.11 -0.97 0.56
C 0.0401 -0.5519 0.0474 -2.03 -0.11 0.14
C -0.0479 -1.4340 1.2910 0.36 -0.45 1.03
C -0.5907 -0.8752 2.4954 0.07 -1.18 0.01
C -0.7315 -1.6764 3.6799 0.53 -0.66 -1.00
C -0.3224 -3.0656 3.7036 0.02 1.61 -1.67
C 0.2201 -3.6194 2.4787 -0.74 1.11 1.12
C 0.3561 -2.8100 1.3133 -0.07 -0.14 0.47
C -1.1583 -0.0359 -0.4691 1.27 0.81 -1.01
C -1.1075 0.8382 -1.6353 2.48 -0.87 0.63
C 0.1945 1.0935 -2.2259 -1.84 -0.77 1.41
C 1.4232 0.5014 -1.6938 -2.87 1.60 -1.26
N 2.5565 0.8397 -2.3973 0.16 -1.49 -0.05
C 3.8546 0.1828 -2.2053 1.70 -0.72 0.29
C 2.3497 0.8134 -3.8898 -1.16 0.11 -0.87
C 1.8622 -0.5318 -4.5191 -0.17 -0.28 0.67
O 2.5300 1.8112 -4.5172 0.14 -0.57 0.37
H 4.1179 -1.3000 1.4932 -0.48 0.06 -1.07
H -0.9395 0.1737 2.5026 0.32 -0.70 0.04
H -1.1710 -1.1864 4.5687 0.39 -0.51 -0.58
H -0.4339 -3.6595 4.6328 0.16 0.43 -0.81
H 0.4948 -4.6940 2.5092 -0.07 0.96 -0.39
H 0.7900 -3.2986 0.4163 -0.39 0.54 0.59
H -2.1164 -0.2799 0.0200 0.78 0.10 -0.31
H -2.0416 1.2775 -2.0372 0.97 -0.24 0.08
H 0.1981 1.7762 -3.0967 0.35 -0.62 0.74
H 4.5181 0.4188 -3.0750 -0.74 0.00 0.61
H 3.7789 -0.9332 -2.1620 -0.01 0.89 -0.01
H 4.4218 0.5330 -1.3104 -0.79 -0.17 -0.65
H 2.7163 -1.1561 -4.8722 -0.47 0.64 0.29
H 1.2897 -1.1412 -3.7738 0.59 0.51 -0.51
H 1.1752 -0.3644 -5.3750 0.65 0.25 0.52
C -2.7396 -0.9770 7.1754 -0.11 0.09 -0.14
C -2.6261 -1.4441 8.6169 -0.18 0.06 -0.12
C -1.1714 -1.5116 9.0916 -0.07 -0.41 -0.25
C -0.4085 -2.4617 8.2494 0.24 0.07 0.21
N 0.1853 -3.1984 7.5927 -0.34 0.31 0.13
H -2.2479 -1.6751 6.4945 0.02 0.00 0.06
H -3.7855 -0.9094 6.8721 0.04 0.03 0.01
H -2.2850 0.0092 7.0473 -0.02 -0.03 -0.03
H -3.0966 -2.4260 8.7098 0.09 0.02 0.11
H -3.1811 -0.7622 9.2646 0.10 -0.04 0.05
H -1.1300 -1.8415 10.1307 0.14 -0.03 -0.06
H -0.6994 -0.5291 9.0300 0.04 -0.06 -0.03
C -1.2672 2.8562 -7.8920 0.00 -0.01 -0.01
C -1.1140 4.1803 -7.1513 -0.16 -0.14 -0.31
C -0.4091 4.0289 -5.7991 -0.42 -0.14 0.02
C -1.1876 3.1298 -4.9151 0.11 0.01 0.19
N -1.7934 2.4285 -4.2277 0.34 0.41 -0.44
H -1.8893 2.1529 -7.3342 0.04 0.02 0.02
H -1.7459 3.0155 -8.8588 0.05 -0.02 0.03
H -0.2941 2.3905 -8.0678 -0.04 0.00 -0.01
H -2.1026 4.6221 -7.0047 0.09 0.06 0.07
H -0.5424 4.8724 -7.7729 0.03 0.04 0.15
H -0.3109 5.0014 -5.3141 0.00 -0.10 0.11
H 0.5928 3.6146 -5.9327 -0.04 -0.06 0.09
```
Forces are in eV/Å.

Löwdin population analysis, charges in e, atoms 1 to 4: number 1, C, carries 0.188; number 2, C, carries -0.105; number 3, N, carries 0.090; number 4, C, carries -0.107

***

4.
Density functional theory data (ωB97M-V/def2-TZVPD) for the molecule C24H29N5O3.

Charge   0

Geometry as XYZ:
```
61
Properties=species:S:1:pos:R:3:forces:R:3
C -2.6952 -2.9121 -2.2473 -0.12 -0.05 0.25
C -3.0536 -2.8795 -0.7588 0.13 -0.14 -0.32
N -2.4034 -1.8186 -0.0165 -0.10 0.09 -0.03
C -3.1989 -0.6404 0.2458 -0.06 0.18 -0.14
C -3.6893 0.0478 -1.0323 -0.02 0.14 0.31
C -4.2280 1.4464 -0.7151 -0.23 -0.21 -0.08
N -3.1692 2.3503 -0.3264 0.04 -0.07 -0.34
C -2.9516 2.6732 0.9627 0.39 0.42 0.00
O -3.6969 2.3414 1.8647 -0.18 -0.16 0.36
C -1.7415 3.5595 1.2568 0.06 -0.09 -0.07
C -0.5769 3.5224 0.2678 -0.21 0.20 0.01
N -0.0103 2.1996 0.1232 0.01 0.20 0.45
C -0.1399 1.4689 -0.9876 0.31 -0.45 0.18
O -0.7974 1.8071 -1.9579 -0.20 0.06 -0.49
C 0.5909 0.1226 -0.9349 -0.48 0.00 0.02
N 2.0347 0.2549 -0.9050 0.21 0.08 0.44
C 2.7645 0.1136 -2.0459 0.25 -0.03 -0.39
N 4.0368 0.1539 -2.1316 0.02 -0.12 -0.65
C 4.7531 0.3358 -0.9771 -0.14 0.10 0.71
C 6.1510 0.3538 -1.0287 0.02 0.01 0.09
C 6.8772 0.5319 0.1260 -0.03 -0.02 -0.16
C 6.2355 0.6968 1.3545 -0.12 0.02 0.16
C 4.8621 0.6853 1.4243 -0.04 0.00 0.01
C 4.1070 0.5044 0.2620 0.41 -0.04 -0.26
C 2.6554 0.5040 0.3165 -0.07 0.03 -0.07
O 1.9902 0.7163 1.3195 0.08 -0.07 0.19
C -1.2780 -2.1022 0.7330 0.21 -0.10 0.18
C -0.9392 -1.3925 1.8954 -0.22 0.06 0.01
C 0.2392 -1.6468 2.5708 0.08 -0.10 -0.03
C 1.1163 -2.6221 2.1301 0.13 0.01 0.11
C 0.7819 -3.3564 1.0054 0.05 0.00 0.04
C -0.3891 -3.1059 0.3181 -0.13 -0.08 -0.05
H -1.6215 -3.0055 -2.3856 0.11 -0.01 -0.04
H -3.1798 -3.7644 -2.7182 -0.04 -0.10 -0.13
H -3.0231 -2.0077 -2.7497 -0.02 0.09 -0.07
H -4.1365 -2.7543 -0.6563 0.03 -0.05 0.06
H -2.7931 -3.8425 -0.3072 -0.10 0.09 0.02
H -2.5802 0.0801 0.7776 -0.08 -0.05 0.04
H -4.0643 -0.8773 0.8830 0.07 0.08 0.06
H -4.4812 -0.5318 -1.5071 -0.02 -0.06 -0.10
H -2.8572 0.1464 -1.7323 -0.01 -0.07 -0.07
H -4.7281 1.8583 -1.5963 -0.04 -0.05 0.11
H -4.9369 1.4026 0.1151 -0.01 0.05 -0.15
H -2.4569 2.5024 -1.0289 0.11 0.08 0.12
H -2.1120 4.5854 1.3239 -0.01 0.00 0.06
H -1.3906 3.2786 2.2522 -0.09 0.03 -0.02
H 0.2077 4.1956 0.6291 -0.11 -0.01 -0.11
H -0.8872 3.8627 -0.7236 0.11 0.01 0.12
H 0.5300 1.8103 0.8936 -0.01 -0.06 -0.23
H 0.3044 -0.4589 -1.8123 0.01 0.09 0.12
H 0.2815 -0.4048 -0.0269 0.10 0.03 -0.21
H 2.1966 -0.0439 -2.9538 -0.20 -0.01 0.01
H 6.6298 0.2231 -1.9859 0.04 -0.01 -0.11
H 7.9563 0.5446 0.0846 0.09 0.00 -0.02
H 6.8219 0.8346 2.2502 0.03 0.01 0.08
H 4.3396 0.8100 2.3607 -0.02 0.02 0.08
H -1.6041 -0.6454 2.2988 -0.09 0.07 0.00
H 0.4694 -1.0748 3.4570 0.02 0.07 0.07
H 2.0384 -2.8118 2.6575 0.08 -0.02 0.05
H 1.4449 -4.1327 0.6495 0.04 -0.05 -0.03
H -0.6048 -3.6922 -0.5601 -0.04 -0.03 -0.13
```
Forces are in eV/Å.

Löwdin population analysis, charges in e, atoms 1 to 4: number 1, C, carries -0.072; number 2, C, carries -0.220; number 3, N, carries -0.103; number 4, C, carries -0.166

***

Taking the records one at a time from the top gives total energy values of -1397.25934 -1870.65416 -1225.81530 -1431.54111 Eh.
Taking the records one at a time from the top gives orbital gap values of 0.3328 0.2979 0.2929 0.2913 Ha.